Entry 1:
{"formula": "C39H45Br39FIN3O5PS2", "method": "ωB97M-V/def2-TZVPD", "elements": ["I", "Br", "Br", "Br", "Br", "Br", "Br", "Br", "Br", "Br", "Br", "Br", "Br", "Br", "Br", "Br", "Br", "Br", "Br", "Br", "Br", "Br", "Br", "Br", "Br", "Br", "Br", "Br", "Br", "Br", "Br", "Br", "Br", "Br", "Br", "Br", "Br", "Br", "Br", "Br", "S", "S", "P", "F", "O", "O", "O", "O", "O", "N", "N", "N", "C", "C", "C", "C", "C", "C", "C", "C", "C", "C", "C", "C", "C", "C", "C", "C", "C", "C", "C", "C", "C", "C", "C", "C", "C", "C", "C", "C", "C", "C", "C", "C", "C", "C", "C", "C", "C", "C", "C", "H", "H", "H", "H", "H", "H", "H", "H", "H", "H", "H", "H", "H", "H", "H", "H", "H", "H", "H", "H", "H", "H", "H", "H", "H", "H", "H", "H", "H", "H", "H", "H", "H", "H", "H", "H", "H", "H", "H", "H", "H", "H", "H", "H", "H"], "xyz": [[-7.47299, -3.73622, 2.45026], [5.68387, -0.35950, -4.96448], [3.92317, -0.20869, 6.94422], [-0.56901, -3.12088, -8.44995], [-0.88302, -11.10882, 0.05468], [-3.91708, -11.54626, 1.02602], [3.59182, 5.19253, -3.02239], [-0.31859, -3.15383, -11.65496], [0.19509, 9.41629, 3.85390], [2.62257, 3.15163, -11.48153], [-0.87701, 6.46182, 4.53489], [2.16005, 6.88661, 3.57098], [1.12024, -6.95976, -10.70639], [3.06893, 2.22905, -4.95075], [10.35878, 0.07177, -4.66413], [0.08081, 4.11040, -9.76340], [5.51052, -2.21678, 4.99792], [-2.86118, -8.58912, 0.33205], [-2.85081, 3.95096, -4.74955], [-1.18588, 6.84536, 0.47660], [-0.37526, 3.75562, 0.82179], [-3.45179, 4.55339, 0.35359], [3.90834, 3.24026, -0.49081], [-0.09808, -0.37437, -10.05350], [-3.32924, 2.69797, -1.82725], [9.07017, 1.95731, -2.40045], [3.04622, 4.94824, -8.84883], [5.17358, -3.16112, -3.47513], [8.05486, -1.07311, -2.73690], [-1.46221, -8.34372, -9.38199], [-6.01656, 4.43334, 8.46821], [7.13170, -0.36416, 7.06634], [5.46001, -3.07147, -6.67686], [2.65754, 0.41760, -7.57443], [0.10777, 1.36541, -5.86093], [-3.66549, 2.49924, 9.50075], [-3.71437, 0.86780, -4.44799], [-1.80067, -6.42163, -11.93660], [6.50729, 4.62199, -1.78884], [-6.72653, 1.83600, 10.22527], [1.48139, 2.64442, 5.16772], [-0.71972, -2.13747, 0.75605], [-2.19327, -5.00924, -0.45313], [3.14666, 2.72666, 5.39660], [-5.11320, 2.93259, 3.18557], [-3.30915, -6.24803, -0.98547], [1.07481, 3.97572, 4.52827], [-5.27487, 3.38148, 0.89834], [0.84131, 2.60534, 6.53374], [-3.36000, 0.85292, 6.40447], [-2.71386, -0.13479, 2.71357], [2.31242, -1.48359, 1.27096], [2.26131, -0.13261, -2.50933], [-2.46728, -2.45366, 1.26787], [2.84562, -0.65826, 0.10006], [-6.57084, 0.17131, 2.54607], [1.90594, 1.80633, -6.44601], [-2.75211, 2.35453, -3.64973], [-1.92221, 1.17212, 6.12381], [0.23263, -2.28602, -10.00878], [-4.59750, -4.18655, 1.08730], [3.93391, 2.01934, 2.49729], [-3.21667, -1.42547, 2.18506], [1.80030, -0.81734, -1.11902], [-0.77942, -5.81826, 0.53872], [-2.39097, -10.34644, 1.01061], [3.54101, 0.61035, 3.21547], [-0.77697, -6.79512, -10.33060], [-1.66633, 1.98064, 4.74008], [9.55688, 0.14557, -2.89786], [-4.73892, -1.79995, 2.56078], [-5.76765, 0.99473, 1.41581], [-5.42454, 3.23141, 9.87260], [-1.23665, -0.03810, 2.80801], [-1.75038, 5.09800, 1.10751], [-0.15904, -0.84716, 2.00071], [-3.11796, -3.80942, 0.70850], [4.60962, 4.79576, -1.41744], [-5.39386, -3.15621, 2.01787], [-0.66232, 1.06253, 3.82894], [0.91708, 1.31787, 4.00697], [4.01627, 3.26784, 2.06302], [1.88093, 4.54102, -10.34730], [5.99976, -2.27413, -4.99139], [1.93660, 0.43685, 3.14822], [1.40781, -0.67120, 2.11983], [-5.66892, -0.83047, 3.44520], [-5.37614, 2.50795, 1.84057], [0.65428, 7.65445, 4.52693], [5.48716, -1.33792, 6.72923], [2.24510, -1.32997, -3.63514], [3.95392, 0.67530, 4.29958], [-4.12838, -5.79961, -1.33781], [1.57638, -1.95923, -1.20899], [3.01772, 0.42874, 0.43269], [-1.89416, 5.18227, 2.18514], [3.09588, -1.89185, 1.81083], [-2.66561, 1.99270, 4.15942], [4.49301, 5.64753, -0.74614], [-5.08600, -5.15475, 0.66715], [-3.04830, -0.10624, 3.70776], [5.42044, -2.12220, 7.48385], [1.40050, 0.57829, -2.82746], [7.07621, -2.42164, -4.89909], [3.82322, -1.20181, -0.23084], [-1.28464, 3.05465, 4.87827], [3.88415, 4.40504, 1.88966], [-0.76621, -5.27337, 1.57123], [-7.00081, 0.96662, 3.28496], [2.99056, -2.17233, -3.40110], [-6.42621, -1.47085, 4.06166], [3.27059, 0.41428, -2.46169], [0.96466, 7.78050, 5.56456], [1.31141, -2.42090, -9.92309], [-5.33701, 3.82391, 10.78381], [1.81227, 5.44498, -10.95325], [-1.70150, 2.06487, -3.60207], [-6.44780, 1.10497, 0.47476], [-4.79815, 0.50166, 1.04467], [-1.05670, -6.91865, 0.71315], [-4.26333, 3.45275, 3.16381], [-7.43876, -0.40244, 2.03950], [1.18674, -1.82532, -3.64937], [-0.89760, -5.93630, -9.66875], [10.31546, -0.18729, -2.18888], [2.40176, -0.81473, -4.65162], [0.24512, -5.74134, 0.02521], [0.79906, -0.32117, -0.78738], [-1.23059, 0.23577, 6.21719], [-3.97665, 1.11329, 5.61961], [-5.10425, -0.19172, 4.21892], [1.83070, 2.70733, -7.05644], [-1.56294, 1.88442, 6.97812], [-2.07802, -10.21566, 2.04701], [-3.59386, 1.34902, 7.27794], [4.09201, -0.22104, 2.64689]], "forces_ev_per_a": [[1.7, 0.6, -0.3], [-0.4, -0.4, -0.4], [0.3, -0.2, 0.0], [0.1, 0.2, -0.3], [-0.3, 0.2, 0.1], [0.3, 0.2, 0.0], [0.3, 0.0, 0.3], [0.1, 0.2, 0.4], [0.1, -0.4, 0.1], [-0.2, 0.3, 0.3], [0.2, 0.3, 0.0], [-0.4, 0.3, 0.2], [-0.4, 0.0, 0.1], [-0.3, 0.0, -0.4], [-0.2, 0.0, 0.3], [0.4, 0.0, 0.0], [0.0, 0.2, 0.3], [-0.2, -1.0, 0.1], [0.0, -0.3, 0.2], [0.0, -0.2, 0.1], [-0.1, 0.2, 0.1], [2.6, 2.3, 1.5], [0.3, 0.4, -1.8], [0.0, -0.4, 0.0], [0.4, -0.7, -1.5], [0.0, -0.4, -0.1], [-0.2, -0.2, -0.2], [0.7, -0.1, -0.2], [0.7, 0.2, 0.5], [0.2, 0.3, -0.2], [0.1, -0.3, 0.3], [-0.4, -0.2, -0.1], [0.0, 0.2, 0.4], [-0.1, 0.3, 0.3], [0.3, 0.0, -0.1], [-0.3, 0.2, 0.2], [0.2, 0.2, 0.0], [0.2, -0.3, 0.3], [-0.4, 0.0, 0.0], [0.3, 0.3, -0.1], [-3.6, 6.0, 1.5], [-0.8, 1.0, 1.6], [0.5, 1.2, -1.4], [-2.7, -1.0, -0.7], [0.6, -1.4, -2.2], [-0.2, 1.9, 1.2], [2.2, -4.6, 1.1], [-3.0, -5.3, 4.8], [2.5, -1.5, -3.5], [1.0, 0.4, -0.3], [1.7, -2.4, 0.5], [-0.7, 1.9, 0.8], [-1.3, -1.6, -0.3], [-2.5, -0.1, 1.1], [-0.1, -1.1, -0.9], [0.3, 0.5, 0.3], [0.0, 0.1, -0.1], [0.0, -0.3, 0.1], [1.0, 1.1, 1.1], [0.2, 0.1, -0.1], [1.7, 3.9, 1.4], [-0.6, 6.0, -1.3], [-2.8, -4.0, -1.5], [-0.2, 0.6, 0.9], [-0.7, -0.5, 1.5], [0.0, 0.1, 0.2], [0.3, 1.9, -0.6], [0.0, 0.1, 0.1], [0.0, -2.0, -1.1], [0.2, 0.0, 0.1], [0.9, -2.1, -1.5], [-0.5, 0.7, 0.2], [-0.1, 0.1, 0.1], [4.8, 1.6, 1.1], [0.1, 0.2, -0.4], [0.3, 1.3, 1.4], [-2.9, 1.2, 3.1], [-0.2, 0.0, -0.2], [3.9, 0.6, -1.4], [1.7, -0.2, -0.9], [-0.5, -4.3, -3.3], [-1.2, -6.1, 4.2], [0.0, 0.1, -0.1], [0.1, 0.1, -0.2], [-2.2, -0.6, -0.5], [-2.4, 2.3, 2.5], [-0.5, -0.3, -0.3], [0.3, 2.9, -3.4], [0.1, 0.0, 0.0], [0.0, 0.0, 0.2], [-0.7, 0.8, 0.3], [-0.9, -0.2, -2.0], [1.4, -0.6, 0.4], [0.5, 2.1, 0.0], [-0.1, -1.5, -0.7], [0.1, 0.0, -0.4], [-0.9, 0.5, -0.3], [1.5, 0.2, 0.9], [0.0, -0.3, -0.2], [0.9, 2.0, 1.1], [0.2, 0.2, -1.2], [0.0, 0.2, -0.3], [1.8, -0.9, 0.5], [-0.4, 0.0, 0.0], [-1.5, 1.3, 0.6], [-0.4, -1.8, -0.2], [0.5, -2.8, 0.6], [0.2, -1.0, -1.8], [0.5, -1.6, -1.3], [-1.3, 1.8, -0.6], [1.6, 1.0, -1.1], [-1.6, -0.9, 0.0], [-0.1, -0.1, -0.3], [-0.3, 0.0, 0.0], [0.0, -0.2, -0.3], [0.0, -0.3, 0.2], [-0.3, 0.1, 0.0], [1.3, 0.1, 1.8], [-1.3, 0.6, 0.8], [0.7, 1.7, -0.1], [-1.3, -0.3, -0.3], [1.5, 0.9, 0.9], [1.8, 1.0, 0.1], [0.1, -0.2, -0.2], [-0.2, 0.1, -0.2], [0.0, -1.2, 1.3], [-1.9, 0.1, 0.5], [1.7, -0.9, -0.5], [-1.3, 1.6, -0.5], [0.4, 0.1, 0.9], [-0.5, -1.1, -1.3], [0.0, -0.3, 0.2], [-0.4, -1.3, -1.5], [-0.1, -0.1, -0.3], [-0.4, -0.4, -1.1], [-1.1, 1.2, 1.0]], "lowdin_charge": [0.761, 0.520, 0.615, 0.578, 0.556, 0.555, 0.547, 0.555, 0.559, 0.560, 0.612, 0.578, 0.544, 0.563, 0.570, 0.561, 0.564, 0.697, 0.556, 0.553, 0.562, 0.734, 0.710, 0.534, 0.550, 0.549, 0.575, 0.616, 0.578, 0.561, 0.563, 0.572, 0.576, 0.539, 0.591, 0.623, 0.542, 0.527, 0.552, 0.565, 0.797, 0.888, 0.872, -0.234, 0.018, -0.506, -0.446, -0.307, -0.323, -0.028, 0.041, -0.063, -0.257, -0.389, -0.191, -0.179, -1.546, -1.607, -0.261, -1.589, -0.128, -0.108, -0.129, -0.218, -0.311, -1.593, -0.172, -1.620, -0.131, -1.578, -0.121, -0.077, -1.600, -0.104, -1.546, -0.271, -0.346, -1.548, -0.549, -0.045, -0.123, -0.136, -1.602, -1.602, -0.050, -0.161, -0.198, -0.342, -1.570, -1.594, -0.161, 0.044, 0.063, 0.107, 0.087, -0.091, 0.104, 0.085, -0.020, 0.083, 0.106, -0.026, 0.082, -0.073, 0.139, 0.098, 0.049, 0.056, 0.126, -0.043, 0.081, 0.074, -0.021, -0.023, -0.026, -0.027, -0.071, 0.140, 0.116, -0.051, 0.106, 0.099, 0.092, -0.078, -0.025, 0.022, 0.054, 0.091, 0.128, 0.038, 0.089, -0.073, 0.101, -0.026, -0.050, 0.087], "homo_energy_ev": -7.925, "total_charge": 0, "e_lumo_ev": -0.99, "gap_ev": 6.93}

Entry 2:
{"formula": "C39H45IN3O2P2PtS3", "method": "ωB97M-V/def2-TZVPD", "elements": ["Pt", "I", "S", "S", "S", "P", "P", "O", "O", "N", "N", "N", "C", "C", "C", "C", "C", "C", "C", "C", "C", "C", "C", "C", "C", "C", "C", "C", "C", "C", "C", "C", "C", "C", "C", "C", "C", "C", "C", "C", "C", "C", "C", "C", "C", "C", "C", "C", "C", "C", "C", "H", "H", "H", "H", "H", "H", "H", "H", "H", "H", "H", "H", "H", "H", "H", "H", "H", "H", "H", "H", "H", "H", "H", "H", "H", "H", "H", "H", "H", "H", "H", "H", "H", "H", "H", "H", "H", "H", "H", "H", "H", "H", "H", "H", "H"], "xyz": [[0.23800, -0.08120, -0.41630], [-4.02560, 8.00450, 0.43650], [0.93060, 1.42650, -2.52100], [-1.09710, 1.11310, -4.78400], [-1.52400, -0.20290, -7.45630], [2.44920, -0.38360, 0.24370], [-1.47320, -1.71960, -0.06350], [-1.36680, 1.52420, -0.24410], [-3.53430, 1.05290, -0.52710], [0.06020, -0.38000, 1.92360], [0.64170, -0.37710, -5.87900], [1.19660, -0.06070, -4.69030], [1.37540, -1.25140, -6.70010], [2.26150, 0.62670, 4.70680], [-2.89740, 3.29610, -0.15820], [-1.89040, 4.23780, -0.00060], [-1.25640, -0.21820, 2.21210], [-2.19260, -0.93950, 1.41630], [-2.55810, -1.57780, -1.57230], [5.25970, 0.04800, -0.49470], [-1.61450, -1.82610, -2.74700], [4.06200, -2.54780, 1.35990], [3.60910, 1.98140, -0.46340], [-3.54970, -0.85710, 1.67470], [-2.20500, 5.57600, 0.16240], [-3.53240, 5.95540, 0.16130], [-4.22250, 3.70600, -0.17010], [-2.70920, -3.96760, 1.12660], [-0.21210, -3.93070, 1.08790], [2.13280, -1.99350, -8.84600], [1.13070, 0.02570, 2.63390], [-4.55080, 5.03850, -0.00900], [0.47200, 0.71550, -3.96580], [-2.58510, 1.80900, -0.32750], [2.39200, 0.15400, 1.97460], [3.81150, 0.48560, -0.69800], [2.84370, -3.01940, -8.24810], [2.87530, -2.89180, -0.86700], [3.51100, 0.57340, 2.67710], [1.40400, -1.10150, -8.08170], [-3.13850, 0.70890, 3.43030], [2.86850, -2.18310, 0.48380], [2.83620, -3.14660, -6.86780], [2.10860, -2.26590, -6.09110], [3.45270, 0.85260, 4.02960], [-3.81610, -2.42320, -1.70540], [-1.78370, 0.65790, 3.17890], [-4.03030, -0.07170, 2.71030], [1.13480, 0.21230, 4.03420], [-0.59380, 0.12070, -6.13860], [-1.47950, -3.56350, 0.32310], [-0.32120, -4.89680, 1.58040], [-0.86030, 3.91150, -0.01050], [-4.99210, 2.96170, -0.30960], [0.63610, -3.98110, 0.41220], [-2.85290, -0.52220, -1.56300], [-4.24740, -1.37250, 1.03450], [-3.62880, -3.70390, 0.61550], [-4.53360, -2.20150, -0.91920], [4.03930, -1.97790, 2.28600], [-1.30780, -2.87190, -2.79840], [-3.50620, 1.39010, 4.18700], [5.91290, 0.68860, -1.08750], [-1.12090, 1.34060, 3.69030], [-2.69650, -3.47020, 2.09290], [3.54010, 0.27690, -1.74490], [3.39790, -3.71620, -8.86080], [0.23580, -0.00710, 4.58960], [2.20930, 0.78170, 5.77540], [2.54700, 2.21410, -0.56130], [3.38940, -3.94710, -6.39700], [-0.71410, -1.21210, -2.62830], [4.45380, 0.67580, 2.15970], [2.08400, -2.34550, -5.01620], [-1.42420, 6.31210, 0.28970], [-5.58390, 5.35400, -0.01550], [2.00430, -2.56710, -1.44090], [3.93920, 2.27450, 0.53140], [-3.59510, -3.49080, -1.71530], [4.15270, 2.56370, -1.20680], [5.01210, -2.37780, 0.86350], [4.00330, -3.60660, 1.61350], [3.77090, -2.65320, -1.43650], [-4.28980, -2.17030, -2.65430], [4.32570, 1.21080, 4.55630], [5.40880, -0.97590, -0.83040], [2.83370, -3.97480, -0.73970], [-2.70850, -5.04520, 1.29300], [-1.48270, -4.07980, -0.64390], [-2.09850, -1.57310, -3.68740], [0.85460, -0.30430, -8.55180], [2.13400, -1.88250, -9.91910], [-5.08970, -0.02330, 2.91820], [5.57140, 0.12480, 0.54340], [-0.01400, -3.17900, 1.85080], [1.97120, -2.49530, 1.03370]], "forces_ev_per_a": [[2.5, 1.7, 0.9], [0.1, -0.4, -0.1], [0.1, -0.4, 2.6], [1.2, -0.6, -0.1], [-0.6, 0.1, -0.3], [-1.0, -0.3, -0.2], [-0.8, -0.8, -0.5], [1.3, -0.2, 0.0], [-0.4, 0.0, -0.1], [0.6, 0.3, -2.0], [-0.7, 0.5, 0.0], [0.8, 0.1, 0.8], [0.5, -0.5, -0.4], [0.0, 0.1, -0.1], [0.1, -0.2, 0.0], [0.0, -0.1, 0.0], [-1.2, -0.1, 0.3], [0.2, -0.1, -0.1], [0.0, 0.0, 0.2], [-0.2, -0.1, 0.1], [0.1, 0.1, 0.0], [-0.2, 0.2, 0.0], [-0.2, -0.1, -0.1], [0.0, 0.2, 0.2], [0.2, 0.2, 0.0], [-0.2, 0.6, 0.1], [0.0, -0.1, 0.0], [0.1, -0.1, -0.1], [-0.1, 0.0, -0.1], [0.0, 0.0, 0.0], [0.7, 0.0, 0.1], [-0.2, 0.1, 0.0], [-1.2, -0.4, -1.6], [-0.6, 0.3, -0.1], [-0.4, 0.3, 0.0], [-0.5, 0.0, -0.1], [0.0, -0.1, -0.1], [-0.2, 0.1, 0.1], [0.0, 0.0, 0.0], [0.0, 0.1, 0.2], [-0.1, 0.0, 0.0], [-0.2, 0.1, -0.2], [0.1, -0.1, -0.1], [-0.2, 0.1, 0.0], [0.2, 0.0, 0.2], [0.1, 0.2, 0.0], [0.4, 0.0, -0.1], [-0.1, 0.0, 0.0], [-0.2, -0.2, 0.1], [-0.4, 0.1, 0.2], [0.1, 0.4, 0.0], [0.0, -0.1, 0.0], [0.0, -0.1, 0.0], [0.0, -0.1, 0.0], [0.2, 0.0, 0.0], [0.1, -0.2, 0.0], [-0.1, -0.1, 0.0], [-0.2, 0.0, 0.0], [-0.1, -0.1, 0.1], [0.1, 0.0, 0.1], [0.1, -0.2, 0.0], [0.0, 0.0, 0.0], [0.0, 0.1, -0.1], [0.0, 0.0, 0.1], [-0.1, 0.0, 0.1], [-0.1, 0.0, 0.2], [0.1, -0.1, 0.0], [-0.1, 0.1, 0.0], [0.0, 0.0, 0.1], [0.1, 0.2, 0.1], [0.0, 0.0, 0.1], [-0.2, -0.2, -0.2], [0.1, 0.1, 0.0], [0.0, 0.0, 0.1], [0.0, 0.0, 0.0], [0.0, 0.0, 0.0], [0.0, -0.1, -0.1], [0.0, 0.1, 0.1], [0.0, -0.1, 0.0], [0.1, 0.0, 0.0], [0.1, 0.0, -0.1], [0.0, -0.1, 0.0], [0.1, 0.0, -0.1], [-0.1, -0.1, -0.1], [0.1, 0.0, 0.0], [0.1, -0.1, 0.0], [0.0, 0.0, 0.0], [0.0, -0.1, 0.0], [0.0, 0.1, 0.0], [-0.1, 0.0, -0.2], [0.0, 0.0, 0.0], [0.0, 0.0, -0.1], [-0.1, 0.0, 0.0], [0.1, 0.0, 0.1], [0.1, 0.0, 0.2], [0.1, 0.1, -0.1]], "lowdin_charge": [0.701, 0.763, 0.593, 0.962, 0.572, 0.941, 0.984, -0.176, 0.001, -0.043, -0.160, 0.014, -0.216, -0.099, -0.108, -0.013, -0.320, -0.307, -0.528, -0.104, -0.161, -0.091, -0.152, -0.106, -0.158, -0.714, -0.020, -0.123, -0.123, -0.087, -0.295, -0.161, -1.111, -0.614, -0.293, -0.527, -0.104, -0.128, -0.125, -0.059, -0.092, -0.529, -0.090, -0.014, -0.116, -0.109, -0.037, -0.097, -0.038, -1.109, -0.505, 0.075, 0.116, 0.114, 0.050, 0.076, 0.091, 0.051, 0.057, 0.065, 0.072, 0.098, 0.079, 0.101, 0.075, 0.084, 0.095, 0.099, 0.098, 0.012, 0.099, -0.006, 0.084, 0.106, 0.087, 0.086, 0.054, 0.067, 0.068, 0.082, 0.059, 0.079, 0.067, 0.078, 0.090, 0.057, 0.074, 0.074, 0.100, 0.067, 0.068, 0.100, 0.093, 0.059, 0.065, 0.066], "homo_energy_ev": [-4.480, -4.480], "total_charge": -1, "de_lowest_kj_mol": 0.0, "e_lumo_ev": [1.65, 1.65], "gap_ev": [6.13, 6.13]}

| no. | total energy (eV) | F_max (eV Å⁻¹) |
| --- | --- | --- |
| 1 | -2829290.825 | 7.7 |
| 2 | -112172.797 | 3.1 |